# 1
A single C22H19ClN2OS2 molecule, computed with wB97M-V/def2-TZVPD.

Last column: natural (NBO) charge in e.
Geometry (Å):
O 3.86348 0.47473 -0.44467  -0.626
C 3.03755 -0.10324 0.22474  0.698
N 2.25002 0.51404 1.12927  -0.626
H 1.58414 -0.02384 1.66166  0.404
C 2.44042 1.90097 1.48843  -0.238
C 1.13319 2.62315 1.76881  -0.520
H 0.51191 2.05418 2.45821  0.219
H 1.34525 3.60337 2.19351  0.231
S 0.13831 2.95337 0.26039  0.242
C -0.88863 1.52432 0.22598  -0.260
C -1.02565 0.61507 -0.80489  0.164
N -2.02542 -0.26578 -0.46491  -0.530
C -2.51668 0.03368 0.76944  0.211
C -3.50198 -0.58984 1.52318  -0.262
C -3.82006 -0.03279 2.74310  -0.214
C -3.18644 1.12705 3.19835  -0.235
C -2.20506 1.74745 2.45891  -0.193
C -1.84462 1.18978 1.23163  -0.121
H -1.74002 2.65696 2.80933  0.217
H -3.48118 1.54413 4.14987  0.212
H -4.58105 -0.49144 3.35665  0.213
H -4.00194 -1.47541 1.15953  0.212
H -2.27859 -1.07345 -1.00794  0.418
C -0.31730 0.47059 -2.06463  -0.099
C -0.92447 -0.17508 -3.14540  -0.184
C -0.23844 -0.38711 -4.32395  -0.233
C 1.07540 0.04071 -4.43529  -0.040
C 1.69308 0.70077 -3.38482  -0.231
C 0.99552 0.91864 -2.21479  -0.121
H 1.48381 1.43122 -1.40490  0.230
H 2.71513 1.03282 -3.47195  0.238
Cl 1.94284 -0.24700 -5.90063  0.010
H -0.71646 -0.88408 -5.15365  0.228
H -1.95359 -0.49729 -3.07941  0.206
H 3.07069 1.96473 2.38782  0.190
H 2.97830 2.37436 0.66275  0.238
C 2.86087 -1.62540 0.14915  -0.539
C 1.45983 -2.12241 0.15011  -0.175
C 0.60860 -2.29359 1.20169  -0.284
C -0.63679 -2.84439 0.82754  -0.245
C -0.71448 -3.08772 -0.50494  -0.444
S 0.72732 -2.64172 -1.33132  0.466
H -1.52377 -3.52274 -1.05816  0.233
H -1.42911 -3.04989 1.52468  0.230
H 0.86463 -2.07393 2.22443  0.219
H 3.39658 -2.03452 1.01247  0.242
H 3.37489 -1.95343 -0.75538  0.251

Forces on atoms 1 to 3 (eV/Å):
0.4 0.2 -0.3
-0.3 -0.6 0.2
-0.3 0.2 0.2

The value obtained for the total energy is -2291.11855 hartree. The spin multiplicity is 1. Its orbital gap is 8.03 eV. As for the highest occupied orbital energy: -7.654 eV. The energy above the lowest of the compared OMol25 structures with the same formula, charge and spin comes out at 2.2 kJ/mol. The SMILES is O=C(Cc1cccs1)NCCSc1c(-c2ccc(Cl)cc2)[nH]c2ccccc12.


# 2
A single C17H19N3O3 molecule, computed with wB97M-V/def2-TZVPD.

Last column: natural (NBO) charge in e.
Geometry (Å):
O 0.33198 -2.23459 -0.63843  -0.625
C 0.57402 -1.07008 -0.38974  0.686
N -0.32812 -0.06147 -0.45487  -0.661
C -1.70081 -0.09741 -0.80271  0.794
O -2.32424 0.93662 -0.83931  -0.634
N -2.17780 -1.32697 -1.04054  -0.620
H -1.52314 -2.10320 -1.02555  0.436
C -3.52716 -1.55136 -1.51282  -0.271
C -3.53523 -2.08136 -2.91182  0.263
C -2.95433 -3.18939 -3.45802  -0.310
C -3.27784 -3.16587 -4.83657  -0.312
C -4.02890 -2.04772 -5.02256  0.083
O -4.18581 -1.38480 -3.86569  -0.390
H -4.49421 -1.63198 -5.89393  0.203
H -2.99079 -3.88265 -5.57806  0.228
H -2.37092 -3.92745 -2.94657  0.226
H -4.05029 -0.59234 -1.48813  0.257
H -4.02625 -2.25618 -0.83719  0.212
H 0.01033 0.86053 -0.19622  0.434
C 1.98061 -0.60396 -0.00820  -0.309
N 2.00487 0.69823 0.60785  -0.471
C 1.70809 0.80532 1.96369  0.238
C 1.00521 -0.21037 2.61728  -0.282
C 0.67706 -0.10229 3.95472  -0.196
C 1.03223 1.02444 4.67328  -0.229
C 1.70744 2.04480 4.02858  -0.184
C 2.05030 1.95586 2.68960  -0.097
C 2.78224 3.09323 2.03033  -0.405
C 2.54180 3.07018 0.52768  -0.404
C 2.87920 1.68213 0.00253  -0.199
H 2.73220 1.64617 -1.08162  0.203
H 3.93713 1.45719 0.21118  0.176
H 3.15729 3.81561 0.02294  0.217
H 1.49308 3.29125 0.31914  0.207
H 2.44979 4.04149 2.45670  0.219
H 3.85488 3.00260 2.23177  0.209
H 1.98093 2.93715 4.57391  0.209
H 0.77886 1.11268 5.71836  0.212
H 0.13717 -0.90588 4.43303  0.214
H 0.69981 -1.09525 2.08131  0.211
H 2.55604 -0.57249 -0.93830  0.238
H 2.43329 -1.38044 0.62298  0.225

Forces on atoms 1 to 3 (eV/Å):
0.1 -0.4 0.0
0.1 0.2 0.0
-0.1 0.4 0.0

The value obtained for the total energy is -1049.23722 hartree. The spin multiplicity is 1. Its orbital gap is 8.74 eV. As for the highest occupied orbital energy: -8.057 eV. The energy above the lowest of the compared OMol25 structures with the same formula, charge and spin comes out at 28.5 kJ/mol. The SMILES is O=C(CN1CCCc2ccccc21)NC(=O)NCc1ccco1.


# 3
A 8-piece molecular cluster, C36H36Cl3N7 overall, computed with wB97M-V/def2-TZVPD.

Last column: Löwdin spin population.
Geometry (Å):
N 4.98553 1.58325 2.08889  0.248
C 6.35338 1.63502 2.34787  0.219
C 6.80960 2.34601 3.49813  0.051
C 5.91538 3.00062 4.26330  0.195
C 4.55840 3.06952 3.82318  0.123
C 4.14728 2.39070 2.74679  0.054
H 6.95585 0.97037 1.74647  0.022
H 7.84112 2.53486 3.75636  -0.003
H 6.29099 3.62990 5.05660  0.016
H 3.78755 3.57882 4.38247  0.012
H 3.10016 2.24247 2.52777  0.001
N 1.81667 1.69032 -4.01798  0.000
C 2.94543 1.59246 -3.30484  0.001
C 3.92015 2.58344 -3.26890  0.004
C 3.72482 3.71349 -3.96198  0.004
C 2.57334 3.88378 -4.71933  0.001
C 1.61114 2.83710 -4.73421  0.001
H 2.85246 0.78244 -2.59658  0.000
H 4.72470 2.68200 -2.55519  0.003
H 4.43338 4.51949 -3.84077  0.001
H 2.35094 4.71866 -5.36735  0.000
H 0.73434 2.86605 -5.36413  0.000
N -3.15553 -5.19712 0.76116  0.000
C -4.35053 -4.88623 1.39859  0.000
C -4.92069 -3.56696 1.36316  0.000
C -4.30369 -2.53572 0.69538  0.000
C -3.07147 -2.80463 0.10660  0.000
C -2.58331 -4.14454 0.11305  0.000
H -4.78592 -5.53637 2.14301  0.000
H -5.88637 -3.28602 1.75678  0.000
H -4.60151 -1.50347 0.80571  0.000
H -2.42128 -2.02080 -0.25294  0.000
H -1.59391 -4.37575 -0.25306  0.000
N 2.02872 -4.40365 -4.04637  0.000
C 1.05709 -4.03569 -3.15894  0.000
C 0.63223 -2.75079 -2.92326  0.000
C 1.30398 -1.71637 -3.58105  0.000
C 2.18541 -2.02229 -4.64225  0.000
C 2.56565 -3.38862 -4.81277  0.000
H 0.62642 -4.81536 -2.54817  0.000
H -0.17015 -2.55182 -2.22828  0.000
H 0.99246 -0.69235 -3.43707  0.000
H 2.55609 -1.20311 -5.24053  0.000
H 3.23062 -3.84276 -5.53247  0.000
N 1.28028 -0.54000 5.40851  0.000
C 1.73508 -0.81297 4.16852  0.002
C 0.91019 -1.38040 3.14592  0.002
C -0.39193 -1.62581 3.47543  0.000
C -0.84026 -1.32645 4.76638  0.000
C 0.04152 -0.83963 5.67700  0.000
H 2.73828 -0.42875 4.05735  0.002
H 1.20382 -1.59107 2.12818  0.001
H -0.96280 -2.06540 2.67090  0.000
H -1.85263 -1.58302 5.04148  0.000
H -0.21545 -0.49335 6.66718  0.000
N -4.00254 3.59564 3.61489  0.001
C -3.53011 2.73910 4.66565  0.001
C -3.43205 1.32414 4.55179  0.000
C -3.71084 0.78142 3.32023  0.000
C -3.94587 1.61991 2.21674  0.000
C -4.19135 3.00929 2.45038  0.001
H -3.18218 3.25801 5.54660  0.000
H -3.15508 0.70897 5.39515  0.000
H -3.69319 -0.29709 3.26625  0.000
H -4.20191 1.23790 1.23955  0.000
H -4.40301 3.67532 1.62698  0.000
N -2.94192 -0.94686 -2.67536  0.000
C -1.88251 -0.15897 -2.88099  0.001
C -1.69867 0.42525 -4.12782  0.000
C -2.69461 0.35312 -5.06298  0.000
C -3.87473 -0.31531 -4.82392  0.000
C -3.90749 -0.95888 -3.58979  0.000
H -1.19510 0.00306 -2.06392  0.000
H -0.76017 0.87351 -4.41881  0.000
H -2.72504 0.76147 -6.06234  0.000
H -4.61897 -0.48361 -5.58824  0.000
H -4.67562 -1.69169 -3.39136  0.000
C 0.22661 1.15699 0.19705  0.003
Cl 1.11242 -0.24706 -0.52093  0.005
Cl -1.41934 0.67712 0.49634  0.003
Cl 0.45262 2.57513 -0.74659  0.018
H 0.63743 1.44072 1.16598  0.002

Forces on atoms 1 to 3 (eV/Å):
0.2 -1.0 -1.6
-0.4 1.0 1.5
0.5 -1.2 -2.4

The value obtained for the total energy is -3157.10023 hartree. The spin multiplicity is 2. The net charge is -1. Its orbital gap (spin up / spin down) is 1.75 / 6.13 eV. As for the highest occupied orbital energy (spin up / spin down): 0.253 / -4.140 eV. The energy above the lowest of the compared OMol25 structures with the same formula, charge and spin comes out at 45.2 kJ/mol.


# 4
C22H40InN2O15S as an isolated structure, computed with wB97M-V/def2-TZVPD.

Last column: Mulliken charge in e.
Geometry (Å):
C -7.91544 -0.03026 -3.86072  -0.342
C -7.43265 -1.44964 -4.54153  -0.402
N -6.17582 -1.35633 -5.37751  -0.575
In -4.39622 -1.17954 -4.20841  0.720
N -3.08121 -2.85825 -4.63926  -0.726
S -4.74458 -1.14922 -1.73587  -0.617
H -7.04757 0.45296 -3.24102  0.153
H -8.84750 -0.21439 -3.14225  -0.050
H -8.32574 0.67781 -4.72581  0.232
H -7.37350 -2.32647 -3.73395  0.207
H -8.30790 -1.76104 -5.29111  0.235
H -6.24450 -0.65530 -6.14735  0.170
H -3.62467 0.40862 -4.67091  -0.345
H -2.09847 -2.64844 -4.30350  0.269
H -3.40288 -3.72100 -4.14749  0.148
H -5.30367 0.10389 -1.33500  0.044
C 2.86044 -3.80011 -1.75659  -1.463
C 1.88592 -3.70275 -2.91268  0.534
C 0.67191 -2.87921 -2.60457  -0.486
O -0.30546 -3.44008 -3.46234  -0.222
C 0.05946 -4.74208 -3.66275  0.507
O -0.65183 -5.58640 -4.17977  -0.545
O 1.32662 -4.97319 -3.20444  -0.378
H 3.25560 -2.81650 -1.48584  0.290
H 2.38448 -4.24475 -0.87561  0.423
H 3.69790 -4.45470 -2.02071  0.369
H 2.39986 -3.34271 -3.81235  0.226
H 0.82003 -1.81877 -2.82794  0.375
H 0.32448 -2.98081 -1.57046  0.270
C 6.09679 -1.54473 3.19104  -1.304
C 5.12227 -1.44738 2.03496  0.763
C 3.90826 -0.62383 2.34306  -0.309
O 2.93088 -1.18470 1.48529  -0.325
C 3.29581 -2.48670 1.28488  0.500
O 2.58452 -3.33102 0.76787  -0.563
O 4.56296 -2.71781 1.74319  -0.382
H 6.49194 -0.56113 3.46179  0.173
H 5.62082 -1.98937 4.07202  0.338
H 6.93424 -2.19932 2.92692  0.404
H 5.63620 -1.08733 1.13528  0.137
H 4.05638 0.43661 2.11969  0.234
H 3.56082 -0.72543 3.37717  0.345
C 6.63227 2.41970 6.78150  -1.673
C 5.65775 2.51706 5.62541  1.273
C 4.44374 3.34061 5.93352  -0.461
O 3.46636 2.77973 5.07575  -0.328
C 3.83129 1.47774 4.87534  0.646
O 3.12000 0.63342 4.35832  -0.610
O 5.09845 1.24662 5.33365  -0.319
H 7.02742 3.40331 7.05225  0.351
H 6.15630 1.97507 7.66248  0.448
H 7.46972 1.76512 6.51738  0.372
H 6.17168 2.87711 4.72574  -0.261
H 4.59186 4.40104 5.71015  0.313
H 4.09630 3.23901 6.96763  0.297
C -11.94100 0.27507 -0.20981  -1.428
C -12.58702 0.85717 -1.45059  0.577
C -11.61643 1.12607 -2.56082  -0.408
O -12.23815 2.18803 -3.26177  -0.311
C -13.00271 2.85752 -2.34756  0.601
O -13.51847 3.94464 -2.54314  -0.571
O -13.11054 2.14818 -1.18379  -0.347
H -11.48392 -0.69681 -0.41829  0.381
H -11.17403 0.94839 0.18865  0.358
H -12.68655 0.15000 0.58271  0.349
H -13.41337 0.21722 -1.78343  0.236
H -11.47953 0.25929 -3.21374  0.298
H -10.63581 1.46846 -2.21214  0.260
C 9.11593 2.69811 -0.32096  -1.497
C 8.06268 2.49786 0.74968  0.641
C 7.32484 3.75314 1.10583  -0.533
O 6.94034 3.51319 2.44754  -0.314
C 7.86946 2.65563 2.96701  0.656
O 7.97686 2.38967 4.15185  -0.569
O 8.66423 2.13743 1.98265  -0.343
H 8.66803 3.03139 -1.26184  0.380
H 9.86441 3.43343 -0.00559  0.356
H 9.65627 1.76259 -0.50097  0.359
H 7.37485 1.69434 0.45915  0.139
H 6.44628 3.91353 0.47435  0.342
H 7.95124 4.65170 1.08048  0.307

Forces on atoms 1 to 3 (eV/Å):
-0.7 -0.4 -0.1
-0.9 0.1 -1.1
-1.1 0.0 1.2

The value obtained for the total energy is -2688.75362 hartree. The spin multiplicity is 1. The net charge is -1. Its orbital gap is 5.23 eV. As for the highest occupied orbital energy: -4.088 eV.


# 5
A 3-piece molecular cluster, C3H12NO2 overall, computed with wB97M-V/def2-TZVPD.

Last column: natural (NBO) charge in e.
Geometry (Å):
C -1.34227 1.28795 -1.95562  -0.686
C -0.16412 0.78283 -1.10649  0.256
C 0.41114 1.33572 -0.02708  -0.507
N 0.13497 -0.64350 -1.56811  -0.738
H -0.99511 1.44118 -3.02315  0.272
H -2.12813 0.43423 -1.96181  0.202
H -1.77564 2.25524 -1.56666  0.281
H 1.38480 1.82213 0.16509  0.263
H -0.11851 1.02904 0.91971  0.268
H 0.62822 -0.79410 -2.47260  0.441
H -0.83603 -0.96025 -1.61995  0.439
H 0.55488 -1.02592 -0.77785  0.477
H 0.73284 -1.31103 1.80540  0.504
H 1.61787 -2.39258 1.24857  0.496
O 1.06596 -1.63398 0.90098  -1.008
H -1.00495 -0.05630 2.85845  0.485
H -0.18994 -1.13910 3.38058  0.484
O -0.09641 -0.27065 2.91854  -0.928

Forces on atoms 1 to 3 (eV/Å):
-1.4 -1.4 1.4
-1.6 0.4 -1.8
0.6 0.3 2.0

The value obtained for the total energy is -326.31922 hartree. The spin multiplicity is 1. The net charge is +1. Its orbital gap is 7.00 eV. As for the highest occupied orbital energy: -12.142 eV. The energy above the lowest of the compared OMol25 structures with the same formula, charge and spin comes out at 509.0 kJ/mol.


In g mol⁻¹, the molar mass values for the records above are, in order, 426.99, 313.36, 673.09, 719.45, 94.13.